Formula: C42H49BCsN4O4
Source: the Open Molecules 2025 dataset
Level of theory: ωB97M-V with the def2-TZVPD basis set

Structure (XYZ):
```
101
Properties=species:S:1:pos:R:3:forces:R:3
Cs 0.336 2.116 -0.524 1.175 -1.256 -0.104
N 0.696 -0.892 -2.676 -0.022 0.045 0.002
C 1.600 -0.805 -3.814 0.014 -0.032 0.012
C 1.789 0.639 -4.249 -0.057 0.034 -0.005
N 2.442 1.417 -3.203 0.020 0.108 0.090
H 0.487 -1.850 -2.429 0.054 0.008 0.073
H -0.180 -0.428 -2.895 0.007 -0.010 0.029
H 1.269 -1.382 -4.693 -0.014 0.017 -0.012
H 2.572 -1.215 -3.515 -0.038 0.000 -0.051
H 0.807 1.086 -4.432 0.017 -0.005 -0.028
H 2.334 0.644 -5.205 0.019 -0.026 0.026
H 2.593 2.375 -3.493 -0.051 0.016 0.017
H 3.334 1.004 -2.958 -0.013 0.011 -0.080
C -5.826 1.101 0.395 -0.008 -0.021 0.002
C -5.821 2.403 -0.092 0.009 0.014 -0.021
C -4.635 3.122 -0.140 -0.074 -0.089 -0.031
C -3.464 2.531 0.315 0.258 0.093 0.062
C -3.464 1.247 0.848 0.026 0.004 -0.049
C -4.648 0.526 0.860 -0.004 0.006 -0.012
N -2.248 3.282 0.348 -0.338 0.275 0.042
N -1.981 3.870 -0.715 -0.512 0.527 0.093
C -0.907 4.837 -0.608 -0.156 0.376 -0.066
C -0.923 5.640 0.539 -0.128 0.036 0.034
C 0.009 6.654 0.670 0.011 -0.034 -0.009
C 0.934 6.836 -0.352 0.012 0.029 0.039
C 0.908 6.014 -1.474 0.119 -0.114 -0.020
C -0.004 4.962 -1.680 -0.296 0.096 -0.094
H -6.752 0.541 0.429 -0.007 -0.004 -0.002
H -6.740 2.859 -0.439 -0.011 -0.008 0.004
H -4.598 4.131 -0.528 0.002 0.010 0.013
H -2.540 0.820 1.228 0.008 -0.012 0.011
H -4.649 -0.483 1.251 -0.007 -0.008 0.001
H -1.698 5.507 1.285 0.045 -0.061 0.049
H 0.001 7.296 1.542 0.007 0.015 -0.005
H 1.669 7.633 -0.270 0.004 0.005 -0.022
H 1.654 6.216 -2.244 0.015 0.002 0.007
C -1.409 -4.237 7.623 0.006 0.002 -0.001
C -1.130 -2.728 7.583 0.014 0.014 -0.013
C -0.154 -2.369 8.712 -0.010 0.003 0.009
C -2.446 -1.997 7.848 -0.002 -0.007 0.003
C -0.521 -2.355 6.228 -0.002 -0.012 0.002
C 0.703 -2.911 5.854 -0.015 0.012 -0.024
C 1.309 -2.628 4.628 -0.014 -0.013 0.046
C 0.654 -1.768 3.775 0.040 -0.048 0.031
O 1.010 -1.337 2.542 -0.079 0.089 -0.136
B -0.026 -0.437 2.038 -0.042 -0.027 0.116
O -0.998 -0.407 3.132 0.001 0.043 -0.186
C -0.561 -1.206 4.132 -0.033 -0.017 0.058
C -1.164 -1.481 5.342 0.027 -0.029 0.024
H -1.862 -4.519 8.578 -0.002 -0.005 0.016
H -0.492 -4.813 7.499 0.010 -0.005 -0.004
H -2.092 -4.521 6.820 -0.012 0.002 -0.005
H -0.584 -2.625 9.684 -0.004 -0.004 0.011
H 0.066 -1.300 8.702 -0.003 0.013 -0.002
H 0.791 -2.904 8.609 0.011 -0.007 -0.006
H -2.832 -2.286 8.829 -0.004 0.000 0.006
H -3.202 -2.248 7.103 -0.007 -0.009 -0.011
H -2.311 -0.914 7.845 0.009 0.015 0.004
H 1.209 -3.590 6.530 0.006 -0.010 0.010
H 2.260 -3.069 4.357 0.012 -0.002 -0.009
H -2.112 -1.017 5.577 -0.018 0.009 0.003
C -3.769 1.832 -3.092 0.045 0.054 -0.030
C -2.764 0.857 -3.624 -0.016 -0.092 -0.043
O -1.573 1.068 -3.535 0.067 -0.062 0.038
C -3.249 -0.412 -4.273 -0.021 0.133 0.084
C -2.319 -1.257 -4.873 -0.007 -0.010 -0.031
C -2.733 -2.437 -5.468 -0.013 0.007 0.012
C -4.079 -2.781 -5.463 -0.006 -0.025 -0.015
C -5.011 -1.945 -4.866 0.038 0.033 0.016
C -4.596 -0.760 -4.273 0.003 -0.071 -0.032
H -3.241 2.701 -2.705 -0.015 0.010 0.012
H -4.346 1.374 -2.286 -0.001 -0.015 0.027
H -4.471 2.128 -3.873 -0.004 0.001 -0.013
H -1.276 -0.971 -4.864 -0.006 -0.002 -0.002
H -2.006 -3.091 -5.932 -0.001 -0.008 -0.006
H -4.402 -3.706 -5.924 0.001 -0.004 -0.002
H -6.059 -2.215 -4.857 -0.005 -0.009 -0.002
H -5.323 -0.114 -3.801 -0.004 0.008 0.005
C 5.295 -3.535 -3.635 0.008 0.014 0.001
C 5.111 -2.302 -2.794 -0.007 -0.051 -0.024
C 4.279 -2.311 -1.687 0.030 0.005 0.026
C 4.083 -1.185 -0.888 0.031 -0.047 -0.040
C 3.138 -1.300 0.269 -0.013 0.071 -0.035
C 4.773 -0.008 -1.233 -0.018 0.144 0.095
C 4.585 1.254 -0.473 -0.061 -0.174 -0.016
O 3.871 1.402 0.490 -0.026 0.044 -0.023
C 5.634 0.018 -2.350 0.002 -0.024 0.011
C 6.395 1.256 -2.764 0.003 0.003 -0.008
C 5.784 -1.127 -3.114 0.007 0.016 0.022
H 4.570 -4.303 -3.371 -0.010 -0.010 0.005
H 6.294 -3.954 -3.496 0.004 0.001 0.003
H 5.182 -3.306 -4.695 -0.004 0.001 -0.008
H 3.748 -3.220 -1.429 -0.004 -0.013 -0.006
H 2.849 -2.339 0.415 -0.013 -0.013 0.011
H 2.221 -0.729 0.104 0.000 0.015 -0.006
H 3.557 -0.914 1.193 0.029 0.007 0.043
H 5.152 2.120 -0.857 0.013 0.013 0.000
H 5.726 2.056 -3.088 -0.003 0.009 0.004
H 7.054 1.019 -3.599 -0.011 0.000 -0.005
H 7.010 1.652 -1.957 0.011 -0.004 -0.001
H 6.440 -1.104 -3.978 0.000 -0.004 -0.005
```
Positions in Å, forces in eV/Å.

ΔE to the lowest compared entry with this formula, charge and spin   57.4 kJ/mol
Frontier orbital gap   5.14 eV
Net charge   -1

These are the Löwdin partial charges, in e, on atoms 1 to 4:
1. Cs 0.901
2. N 0.024
3. C -0.283
4. C -0.276

=====

Formula: C6H13N4
Source: the Open Molecules 2025 dataset
Level of theory: ωB97M-V with the def2-TZVPD basis set

Structure (XYZ):
```
23
Properties=species:S:1:pos:R:3:forces:R:3
C -0.559 -1.436 -0.030 1.574 0.292 0.966
C -0.252 1.996 1.323 3.085 -5.975 4.781
C -0.276 -0.912 -1.343 0.294 0.206 -1.704
C 0.860 0.114 -1.052 -2.743 1.317 0.267
C -1.393 -2.565 0.326 -0.422 1.024 1.849
C 2.212 -0.060 -1.628 0.779 2.322 -0.339
N 0.261 -0.934 0.899 -1.500 0.411 -0.194
N 0.909 0.111 0.411 1.129 0.346 0.631
N -0.792 2.815 0.592 -1.894 1.976 -1.015
N -0.482 1.515 2.551 -2.001 3.068 -2.231
H 0.133 -1.839 -1.814 -0.357 0.699 -0.505
H -1.177 -0.528 -1.908 1.095 -0.545 0.447
H 0.469 1.133 -1.314 0.441 -0.687 -0.108
H -1.713 -2.184 1.330 -0.272 -1.119 -0.488
H -0.706 -3.391 0.496 -0.389 -0.492 -0.104
H -2.253 -2.731 -0.305 0.106 -0.349 -0.259
H 2.216 0.237 -2.677 -0.007 -0.660 -0.136
H 2.648 -0.978 -1.402 0.507 -1.913 -0.108
H 2.913 0.662 -1.172 -0.456 -0.085 0.050
H -0.322 2.924 -0.254 0.226 0.905 -1.988
H -1.630 3.280 0.840 -1.005 1.007 -0.163
H 0.121 0.880 2.950 1.690 -1.789 0.599
H -1.188 1.893 3.181 0.120 0.040 -0.247
```
Positions in Å, forces in eV/Å.

ΔE to the lowest compared entry with this formula, charge and spin   431.1 kJ/mol
Frontier orbital gap (alpha / beta)   8.50 / 6.94 eV
Net charge   +1

These are the natural (NBO) partial charges, in e, on atoms 1 to 4:
1. C 0.397
2. C 0.607
3. C -0.529
4. C -0.104

=====

Formula: C4H10N2O
Source: the Open Molecules 2025 dataset
Level of theory: ωB97M-V with the def2-TZVPD basis set

Structure (XYZ):
```
17
Properties=species:S:1:pos:R:3:forces:R:3
C -1.134 -1.450 0.057 0.040 -0.552 0.084
N 0.191 -1.089 0.480 -0.848 1.067 0.561
C 0.296 1.065 1.508 -0.713 -0.076 0.481
C 0.706 0.246 0.270 0.497 0.093 -0.288
C 0.271 0.953 -1.027 -0.262 -0.055 -0.450
N 0.441 0.257 -2.177 0.202 -0.631 0.206
O -0.179 2.064 -0.961 -0.166 0.250 0.060
H -1.310 -1.187 -0.978 -0.041 0.193 -0.049
H -1.297 -2.510 0.223 0.057 -0.193 -0.023
H -1.845 -0.938 0.729 0.073 0.164 -0.136
H 0.437 -1.405 1.419 0.269 -0.571 -0.277
H -0.738 1.398 1.389 0.204 0.101 -0.153
H 0.943 1.919 1.647 0.134 0.157 -0.204
H 0.314 0.487 2.434 0.288 -0.146 -0.037
H 1.795 0.182 0.240 0.212 -0.147 0.158
H 0.176 0.630 -3.075 0.009 0.289 0.162
H 0.933 -0.621 -2.179 0.044 0.057 -0.095
```
Positions in Å, forces in eV/Å.

Multiplicity   2
ΔE to the lowest compared entry with this formula, charge and spin   32.0 kJ/mol
Frontier orbital gap (alpha / beta)   11.19 / 6.47 eV
Net charge   +1

These are the natural (NBO) partial charges, in e, on atoms 1 to 4:
1. C -0.486
2. N -0.105
3. C -0.595
4. C -0.201

=====

Formula: C6H13FNO3
Source: the Open Molecules 2025 dataset
Level of theory: ωB97M-V with the def2-TZVPD basis set

Structure (XYZ):
```
24
Properties=species:S:1:pos:R:3:forces:R:3
C 3.491 -0.455 0.365 -0.024 -0.112 -0.078
C 2.870 0.086 -0.925 0.022 -0.101 0.031
O 1.760 0.956 -0.655 0.013 0.067 -0.084
C 0.510 0.342 -0.724 0.001 -0.017 0.042
C -0.515 1.412 -0.364 -0.078 0.044 -0.132
O -1.199 1.110 0.896 0.066 0.081 0.021
N -2.526 0.731 0.710 -0.132 0.036 -0.060
C -2.704 -0.609 0.092 -0.177 -0.106 0.014
C -2.255 -1.650 1.096 0.390 0.101 -0.519
O -2.012 -1.445 2.225 -0.161 0.065 0.425
F -2.119 -2.817 0.495 -0.091 -0.164 0.030
H 4.567 -0.292 0.380 -0.036 0.000 0.013
H 3.060 0.061 1.224 0.054 0.020 -0.026
H 3.321 -1.526 0.484 -0.028 0.048 0.040
H 2.534 -0.729 -1.574 0.046 0.057 -0.025
H 3.582 0.682 -1.494 -0.044 0.038 0.078
H 0.421 -0.494 -0.012 0.012 0.021 -0.023
H 0.319 -0.047 -1.735 0.025 -0.018 0.030
H -0.005 2.358 -0.188 0.009 -0.084 0.041
H -1.261 1.568 -1.149 0.001 -0.008 0.066
H -3.014 1.454 0.166 -0.013 -0.017 0.034
H -2.916 0.721 1.662 0.096 -0.035 0.018
H -2.144 -0.663 -0.841 0.028 0.008 0.086
H -3.765 -0.754 -0.131 0.023 0.074 -0.019
```
Positions in Å, forces in eV/Å.

Frontier orbital gap   9.59 eV
Net charge   +1

These are the natural (NBO) partial charges, in e, on atoms 1 to 4:
1. C -0.653
2. C -0.071
3. O -0.532
4. C -0.098

=====

Formula: C15H24BrClN3O2S
Source: the Open Molecules 2025 dataset
Level of theory: ωB97M-V with the def2-TZVPD basis set

Structure (XYZ):
```
47
Properties=species:S:1:pos:R:3:forces:R:3
N -1.305 2.980 3.156 -0.576 0.293 -0.417
C -2.321 3.093 2.077 0.337 -1.329 -0.444
C -3.212 1.756 2.000 0.845 0.618 1.174
C -2.207 0.539 2.004 -0.136 -0.231 -0.927
C -2.777 -0.801 1.350 0.929 -0.705 0.333
C -2.251 -1.023 -0.114 -2.435 0.739 -0.787
C -3.192 -0.705 -1.212 2.428 -0.974 -1.528
Br -4.986 -0.023 -0.948 1.375 -0.551 -0.075
C -2.770 -0.922 -2.621 1.657 -0.500 2.216
C -1.418 -1.447 -2.834 -0.704 0.338 2.591
C -0.557 -1.723 -1.672 -1.405 0.355 -1.944
N -0.965 -1.509 -0.369 -1.739 0.956 -1.331
C -0.121 -1.808 0.814 1.354 -1.310 1.115
C 1.402 -2.020 0.493 0.127 0.170 0.046
C 2.102 -0.765 -0.134 1.074 0.808 -0.060
C 2.468 0.361 0.934 0.530 -0.475 0.318
S 2.137 2.058 0.283 -3.094 1.543 -1.985
O 0.833 2.547 0.760 2.082 -1.065 0.642
O 2.174 2.113 -1.176 1.215 -0.793 1.680
Cl 3.613 3.354 0.980 -0.645 -1.071 -0.106
H -0.407 2.669 2.793 -0.405 -0.014 0.252
H -1.636 2.407 3.930 0.308 0.241 -0.243
H -1.730 3.113 1.112 -0.811 0.461 0.905
H -2.940 4.014 2.215 0.450 -0.843 -0.270
H -3.785 1.711 2.973 0.211 -0.028 -1.123
H -3.927 1.767 1.139 0.714 -0.089 0.706
H -1.868 0.273 3.047 -0.329 0.500 -1.156
H -1.305 0.836 1.382 -0.795 -0.193 0.889
H -3.897 -0.864 1.407 1.189 0.188 -0.420
H -2.406 -1.657 1.992 -0.425 0.778 -0.857
H -3.440 -0.700 -3.487 0.638 -0.210 1.045
H -1.021 -1.655 -3.857 -0.411 0.240 1.171
H 0.452 -2.140 -1.914 -0.960 0.496 0.811
H -0.185 -1.042 1.631 -0.375 -0.369 -1.244
H -0.530 -2.765 1.261 0.448 1.009 -0.508
H 1.913 -2.251 1.476 -0.678 0.136 -1.006
H 1.561 -2.925 -0.158 -0.121 0.968 0.556
H 3.096 -1.065 -0.609 -1.772 0.347 0.791
H 1.510 -0.268 -0.945 0.440 -0.645 0.626
H 3.568 0.342 1.184 -1.226 -0.001 -0.169
H 1.860 0.243 1.868 0.580 0.510 -0.727
C 5.045 -0.779 -4.025 -0.335 -0.282 0.368
C 4.157 -1.483 -3.070 0.275 0.169 -0.334
N 3.467 -2.030 -2.328 0.298 -0.097 -0.729
H 4.463 -0.082 -4.627 -0.007 -0.046 0.073
H 5.810 -0.225 -3.479 -0.067 -0.044 0.007
H 5.529 -1.501 -4.682 -0.052 0.001 0.072
```
Positions in Å, forces in eV/Å.

Frontier orbital gap   6.85 eV
Net charge   +1

These are the natural (NBO) partial charges, in e, on atoms 1 to 4:
1. N -0.849
2. C -0.212
3. C -0.430
4. C -0.409

=====

The lowest net charge belongs to which entry? C42H49BCsN4O4